The following is a DFT calculation (the ωB97M-V functional and the def2-TZVPD basis) of a cluster of 2 separate species, C4H8N2O in total.

The geometry in ORCA input format:
```
! RIJCOSX wB97M-V def2-TZVPD def2/J DEFGRID3
* xyz 0 1
C 2.011 0.665 -0.033
C -0.998 1.784 -0.233
C 0.797 0.268 0.506
C -0.439 0.329 -0.204
N 3.056 0.842 -0.478
N 1.598 -2.304 -0.099
O -1.372 -0.579 0.290
H -2.029 1.675 -0.488
H -0.495 2.397 -0.926
H -0.857 2.219 0.735
H 0.847 -0.369 1.395
H -0.302 0.144 -1.211
H 2.267 -2.491 0.661
H 2.000 -1.978 -0.968
H -0.820 -1.128 0.834
*
```

Calculated values
**LUMO level (spin up / spin down)**: -1.28 / -0.99 eV
**E**: -9300.9335 eV
**ΔE to the lowest compared entry with this formula, charge and spin**: 526.78 kJ/mol
**Molar mass**: 100.1 u

For each atom in turn, the Löwdin charge in e is: -0.26, 0.00, -0.06, -0.49, 0.16, 0.11, 0.01, 0.08, 0.07, 0.08, 0.12, 0.12, 0.00, -0.02, 0.06